ORCA calculation (ωB97M-V with the def2-TZVPD basis set) on C2H3FN2O2S in the gas phase at a distorted geometry.

Properties
LUMO energy	-1.38	eV
gap between HOMO and LUMO	8.802	eV
electronic energy	-835.8756	hartree
highest occupied orbital energy	-10.181	eV
structure (SMILES)	N#CC[S@](O)(F)#[N+][O-]

Positions of all 11 atoms, in Å:
N 3.01440 -0.70663 0.40596
C 1.97031 -0.65050 -0.07726
C 0.80028 -0.24135 -0.76660
S -0.56105 -0.19880 0.58113
O -0.06622 1.33741 1.05912
F -1.16409 -1.74584 0.05841
N -1.83263 0.26547 -0.57661
O -2.94535 0.41050 -0.11037
H 0.83547 0.74249 -0.95705
H 0.39994 -0.97223 -1.48983
H -0.45106 1.75947 1.87311